(1)
Density functional theory data (wB97M-V/def2-TZVPD) for the ion C24H29N2O with charge +1.

Output
**Highest occupied orbital energy**: -9.950 eV
**Charge**: +1
**Maximum force**: 2.2 eV/Å
**ΔE to the lowest compared entry with this formula, charge and spin**: 29.5 kcal per mole
**E_LUMO**: -3.84 eV
**2S+1**: 1

Each line ends with the natural charge from an NBO analysis.
Positions of all 56 atoms, in Å:
C1 0.329 -0.376 -4.658  -0.638
C2 -0.361 -0.014 -3.374  0.009
C3 -1.603 -0.562 -3.043  -0.209
C4 -2.263 -0.167 -1.872  -0.227
C5 -1.714 0.816 -1.056  0.022
C6 -2.445 1.443 0.136  -0.255
C7 -3.801 1.998 -0.205  -0.140
C8 -4.642 2.538 0.772  -0.003
N1 -5.857 2.850 0.240  -0.344
C9 -6.960 3.402 1.001  -0.403
C10 -5.839 2.573 -1.126  0.126
C11 -6.835 2.848 -2.044  -0.236
C12 -6.511 2.683 -3.403  -0.202
C13 -5.218 2.277 -3.775  -0.229
C14 -4.223 2.014 -2.820  -0.219
C15 -4.522 2.109 -1.460  -0.023
C16 -2.430 0.651 1.435  -0.293
C17 -3.724 -0.074 1.777  -0.605
C18 -1.311 -0.351 1.525  0.369
N2 -0.161 -0.135 2.105  -0.272
C19 0.736 -1.310 2.199  -0.258
C20 2.113 -0.980 2.747  -0.088
O1 2.500 0.359 2.437  -0.493
C21 1.642 1.296 3.091  -0.089
C22 0.214 1.242 2.558  -0.265
C23 -0.438 1.287 -1.344  -0.227
C24 0.229 0.900 -2.501  -0.214
H1 1.306 0.112 -4.727  0.221
H2 0.494 -1.456 -4.726  0.227
H3 -0.251 -0.087 -5.544  0.233
H4 -2.060 -1.283 -3.729  0.226
H5 -3.232 -0.611 -1.638  0.225
H6 -1.843 2.342 0.402  0.217
H7 -4.448 2.721 1.827  0.205
H8 -7.804 3.585 0.330  0.225
H9 -7.272 2.701 1.790  0.206
H10 -6.662 4.346 1.484  0.212
H11 -7.820 3.171 -1.699  0.218
H12 -7.270 2.876 -4.160  0.224
H13 -4.987 2.166 -4.837  0.222
H14 -3.208 1.770 -3.125  0.219
H15 -2.237 1.405 2.219  0.224
H16 -4.456 0.618 2.205  0.245
H17 -4.157 -0.544 0.883  0.234
H18 -3.498 -0.845 2.525  0.209
H19 -1.531 -1.394 1.237  0.230
H20 0.249 -2.052 2.848  0.230
H21 0.845 -1.751 1.193  0.236
H22 2.110 -1.163 3.838  0.183
H23 2.859 -1.606 2.245  0.230
H24 1.613 1.120 4.186  0.182
H25 2.086 2.276 2.867  0.230
H26 0.107 1.967 1.724  0.237
H27 -0.474 1.555 3.361  0.234
H28 0.027 1.995 -0.661  0.199
H29 1.198 1.338 -2.740  0.223

(2)
Density functional theory data (wB97M-V/def2-TZVPD) for the molecule C24H29N3O3S.

Output
**Highest occupied orbital energy**: -7.594 eV
**Maximum force**: 0.6 eV/Å
**ΔE to the lowest compared entry with this formula, charge and spin**: 18.9 kcal per mole
**E_LUMO**: 0.75 eV
**2S+1**: 1

Each line ends with the natural charge from an NBO analysis.
Positions of all 60 atoms, in Å:
C1 -0.042 -0.430 4.738  -0.645
C2 -1.276 -0.785 5.555  -0.065
O1 -2.482 -0.428 4.878  -0.524
C3 -2.830 -1.208 3.843  0.901
O2 -2.247 -2.215 3.516  -0.667
N1 -3.973 -0.769 3.234  -0.447
C4 -4.452 0.578 3.459  -0.233
C5 -3.606 1.561 2.621  -0.244
N2 -2.988 0.837 1.527  -0.433
C6 -1.634 0.838 1.410  0.682
O3 -0.929 1.562 2.088  -0.621
C7 -1.067 -0.052 0.349  -0.127
C8 -0.854 -1.408 0.581  -0.240
C9 -0.270 -2.167 -0.410  -0.190
C10 0.114 -1.607 -1.624  -0.240
C11 -0.089 -0.240 -1.874  0.224
C12 -0.686 0.511 -0.855  -0.237
N3 0.204 0.378 -3.086  -0.455
C13 0.945 1.632 -3.078  -0.240
C14 2.430 1.416 -2.928  0.025
C15 3.298 1.596 -3.996  -0.229
C16 4.650 1.334 -3.858  -0.221
C17 5.166 0.879 -2.654  -0.008
C18 6.629 0.596 -2.492  -0.630
C19 4.295 0.701 -1.584  -0.198
C20 2.946 0.968 -1.716  -0.233
C21 0.443 -0.477 -4.223  -0.224
C22 1.513 -1.534 -3.978  -0.545
S1 0.872 -2.724 -2.767  0.254
C23 -3.868 -0.107 0.884  -0.240
C24 -4.230 -1.234 1.886  -0.235
H1 0.846 -0.528 5.356  0.212
H2 0.047 -1.098 3.885  0.224
H3 -0.113 0.591 4.368  0.233
H4 -1.294 -1.858 5.775  0.194
H5 -1.312 -0.215 6.486  0.188
H6 -4.388 0.815 4.520  0.239
H7 -5.501 0.603 3.152  0.195
H8 -4.228 2.372 2.227  0.194
H9 -2.795 1.989 3.214  0.251
H10 -1.130 -1.861 1.520  0.246
H11 -0.085 -3.219 -0.253  0.220
H12 -0.876 1.561 -1.015  0.216
H13 0.583 2.249 -2.256  0.215
H14 0.729 2.153 -4.016  0.201
H15 2.915 1.947 -4.945  0.205
H16 5.310 1.482 -4.702  0.208
H17 7.085 1.343 -1.842  0.221
H18 6.782 -0.379 -2.033  0.220
H19 7.139 0.618 -3.451  0.214
H20 4.680 0.350 -0.638  0.211
H21 2.284 0.823 -0.874  0.224
H22 -0.497 -0.983 -4.477  0.207
H23 0.732 0.151 -5.069  0.208
H24 2.430 -1.092 -3.589  0.229
H25 1.731 -2.101 -4.881  0.232
H26 -4.769 0.433 0.576  0.194
H27 -3.385 -0.518 -0.002  0.241
H28 -3.616 -2.120 1.724  0.246
H29 -5.285 -1.509 1.795  0.197

(3)
Density functional theory data (wB97M-V/def2-TZVPD) for the molecule C24H29N3O5S.

Output
**Highest occupied orbital energy**: -8.961 eV
**Maximum force**: 1.5 eV/Å
**ΔE to the lowest compared entry with this formula, charge and spin**: 22.5 kcal per mole
**E_LUMO**: 0.58 eV
**2S+1**: 1

Each line ends with the natural charge from an NBO analysis.
Positions of all 62 atoms, in Å:
C1 2.187 -2.358 -5.942  -0.602
C2 2.523 -2.311 -4.456  -0.396
C3 1.278 -2.016 -3.622  -0.349
C4 0.905 -0.553 -3.649  0.839
O1 1.687 0.369 -3.653  -0.645
O2 -0.418 -0.400 -3.539  -0.497
C5 -0.919 0.893 -3.201  -0.170
C6 -0.809 1.045 -1.676  0.664
O3 -1.768 0.993 -0.945  -0.590
N1 0.481 1.190 -1.272  -0.623
C7 0.989 0.984 0.012  0.144
C8 2.287 1.413 0.289  -0.208
C9 2.858 1.175 1.524  -0.194
C10 2.150 0.487 2.498  -0.207
C11 0.874 0.054 2.203  -0.333
S1 -0.029 -0.878 3.434  2.316
O4 -1.057 -1.652 2.812  -0.936
O5 0.911 -1.548 4.283  -0.933
N2 -0.720 0.328 4.383  -0.853
C12 -1.669 1.204 3.843  0.442
N3 -1.342 2.424 3.807  -0.455
C13 -2.253 3.453 3.381  -0.244
C14 -2.801 3.285 1.960  -0.412
C15 -3.944 2.281 1.863  -0.397
C16 -3.494 0.840 2.082  -0.382
C17 -2.980 0.557 3.495  -0.505
C18 0.274 0.298 0.989  -0.167
C19 1.436 -2.241 -2.126  0.067
C20 0.343 -2.672 -1.380  -0.243
C21 0.445 -2.838 -0.011  -0.195
C22 1.643 -2.571 0.633  -0.217
C23 2.728 -2.124 -0.099  -0.196
C24 2.624 -1.949 -1.469  -0.251
H1 3.081 -2.562 -6.526  0.216
H2 1.775 -1.405 -6.268  0.204
H3 1.457 -3.138 -6.149  0.203
H4 3.264 -1.530 -4.283  0.219
H5 2.944 -3.267 -4.139  0.214
H6 0.428 -2.601 -3.981  0.233
H7 -1.967 0.904 -3.500  0.225
H8 -0.352 1.669 -3.727  0.211
H9 1.182 1.338 -1.993  0.436
H10 2.848 1.925 -0.479  0.217
H11 3.863 1.515 1.725  0.223
H12 2.577 0.256 3.460  0.239
H13 0.028 0.830 4.844  0.416
H14 -1.685 4.386 3.442  0.200
H15 -3.092 3.521 4.085  0.185
H16 -3.158 4.261 1.622  0.208
H17 -1.989 2.975 1.299  0.212
H18 -4.385 2.352 0.866  0.213
H19 -4.719 2.541 2.590  0.188
H20 -2.728 0.594 1.348  0.217
H21 -4.344 0.178 1.900  0.210
H22 -2.867 -0.518 3.630  0.253
H23 -3.717 0.922 4.220  0.224
H24 -0.715 -0.082 0.803  0.257
H25 -0.593 -2.877 -1.879  0.216
H26 -0.409 -3.160 0.565  0.231
H27 1.717 -2.701 1.703  0.226
H28 3.661 -1.903 0.397  0.215
H29 3.473 -1.583 -2.025  0.218

(4)
Density functional theory data (wB97M-V/def2-TZVPD) for a cluster of 2 separate species, C24H29NO3S in total.

Output
**Highest occupied orbital energy**: -8.081 eV
**Maximum force**: 4.5 eV/Å
**ΔE to the lowest compared entry with this formula, charge and spin**: 169.0 kcal per mole
**E_LUMO**: -1.06 eV
**2S+1**: 1

Each line ends with the natural charge from an NBO analysis.
Positions of all 58 atoms, in Å:
C1 7.319 -2.205 1.858  -0.644
C2 6.591 -0.750 1.870  -0.231
N1 5.165 -0.953 2.268  -0.637
C3 4.243 -0.950 1.134  0.225
C4 4.505 -1.969 -0.042  -0.252
C5 3.558 -2.074 -1.277  -0.183
C6 2.291 -1.137 -1.363  -0.160
S1 1.086 -1.236 -2.776  0.010
C7 2.059 -0.143 -0.199  -0.097
C8 3.003 -0.022 1.062  -0.166
C9 2.607 1.027 2.221  0.551
O1 3.440 1.658 2.916  -0.537
C10 1.016 1.206 2.439  -0.293
C11 0.174 1.126 1.283  -0.006
C12 -1.442 1.243 1.359  -0.465
C13 -1.968 -0.280 1.172  -0.041
C14 -2.630 -0.818 -0.117  -0.210
C15 -3.053 -2.334 -0.182  -0.229
C16 -2.840 -3.322 0.987  -0.006
C17 -3.199 -4.875 0.990  -0.657
C18 -2.206 -2.751 2.317  -0.226
C19 -1.793 -1.259 2.361  -0.218
C20 0.795 0.865 -0.188  0.541
O2 0.344 1.435 -1.210  -0.511
H1 7.489 -2.603 0.789  0.205
H2 8.368 -2.171 2.341  0.215
H3 6.717 -2.952 2.502  0.228
H4 7.137 -0.113 2.667  0.213
H5 6.741 -0.230 0.865  0.205
H6 4.865 -0.331 3.029  0.408
H7 5.391 -2.706 -0.026  0.242
H8 3.742 -2.843 -2.113  0.240
H9 1.772 -1.423 -3.967  0.152
H10 0.530 1.361 3.455  0.243
H11 -1.804 1.906 0.484  0.253
H12 -1.776 1.679 2.366  0.237
H13 -2.809 -0.128 -1.004  0.247
H14 -3.548 -2.755 -1.134  0.226
H15 -3.959 -5.194 0.202  0.229
H16 -2.217 -5.433 0.726  0.228
H17 -3.486 -5.267 2.039  0.229
H18 -2.038 -3.392 3.244  0.225
H19 -1.327 -0.854 3.319  0.215
C21 -2.071 3.577 -2.435  -0.646
C22 -3.054 2.774 -3.270  -0.064
O3 -4.127 2.227 -2.514  -0.543
C23 -4.959 3.158 -1.834  -0.063
C24 -5.645 4.148 -2.761  -0.644
H20 -1.656 2.957 -1.634  0.222
H21 -1.250 3.941 -3.059  0.219
H22 -2.544 4.442 -1.968  0.197
H23 -2.526 1.928 -3.717  0.190
H24 -3.442 3.369 -4.103  0.158
H25 -4.389 3.676 -1.056  0.159
H26 -5.724 2.572 -1.316  0.188
H27 -4.926 4.767 -3.301  0.204
H28 -6.298 4.812 -2.191  0.215
H29 -6.246 3.619 -3.506  0.212

> What is the ΔE to the lowest compared entry with this formula, charge and spin in the first record?

29.5 kcal per mole

> What is the 2S+1 in the fourth record?

1